Entry 1:
Here is one molecule with the formula C2H4FN at a distorted geometry from the OMol25 dataset. Energies are from ωB97M-V/def2-TZVPD.

Output
HOMO energy (alpha / beta) (eV): -9.89 / -9.42
SMILES: C/C=N/F

Last column: Mulliken charge in e.
CARTESIAN COORDINATES (ANGSTROEM)
C (0.31862, -0.19641, 0.31440)  -0.103
C (-1.05165, -0.09098, -0.28515)  -0.762
N (1.64940, 0.10943, -0.54468)  -0.153
F (2.62351, 0.26868, 0.43222)  -0.168
H (0.47395, -0.06371, 1.35553)  0.360
H (-0.95354, -0.29909, -1.42044)  0.256
H (-1.27740, 0.92659, 0.01147)  0.216
H (-1.78289, -0.65451, 0.13664)  0.354

---

Entry 2:
Here is C71H107AsBrCsGeN3SbSi3 as an isolated structure at a distorted geometry from the OMol25 dataset. Energies are from ωB97M-V/def2-TZVPD.

Output
HOMO energy (alpha / beta) (eV): -5.52 / -5.52

Last column: Mulliken charge in e.
CARTESIAN COORDINATES (ANGSTROEM)
Cs (0.39560, 0.76505, 0.56922)  2.052
C (-1.92242, -3.86966, -3.04672)  -0.654
C (-2.92781, -2.91926, -2.99041)  -0.174
C (-2.36796, -1.66158, -3.62891)  -0.795
C (-1.07694, -1.93034, -3.97371)  -0.519
C (-0.76945, -3.30231, -3.65143)  -0.296
C (0.49136, -4.01814, -4.05683)  2.779
C (1.66543, -3.03433, -4.16872)  -1.767
C (0.22935, -4.64850, -5.43968)  -1.925
C (0.85431, -5.12865, -3.06462)  -1.583
C (-3.05374, -0.36558, -4.01707)  4.145
C (-2.11503, 0.51149, -4.85281)  -2.852
C (-3.42895, 0.48316, -2.79494)  -1.922
C (-4.27673, -0.66022, -4.89618)  -1.873
C (-4.30886, -3.27939, -2.42464)  2.799
C (-5.13963, -2.11327, -1.86486)  -2.164
C (-4.15433, -4.26112, -1.24642)  -2.007
C (-5.11734, -3.99399, -3.52885)  -1.713
H (-2.01075, -4.89560, -2.71496)  0.348
H (-0.38469, -1.24296, -4.44147)  0.035
H (1.53205, -2.35130, -5.01395)  0.164
H (2.59982, -3.58297, -4.32166)  0.547
H (1.76705, -2.43883, -3.25558)  0.322
H (-0.07120, -3.88577, -6.16565)  0.320
H (-0.56954, -5.39403, -5.38047)  0.413
H (1.13803, -5.13782, -5.80431)  0.448
H (1.11573, -4.71682, -2.08847)  0.150
H (1.71271, -5.69510, -3.43975)  0.460
H (0.02332, -5.83032, -2.93230)  0.318
H (-1.23519, 0.81800, -4.28177)  0.276
H (-2.64616, 1.41872, -5.15507)  0.529
H (-1.78055, -0.00335, -5.75846)  0.611
H (-2.52659, 0.71582, -2.22638)  0.355
H (-4.14217, 0.00095, -2.12759)  -0.089
H (-3.86092, 1.42953, -3.13946)  0.445
H (-3.96237, -1.18066, -5.80600)  0.342
H (-4.76804, 0.27393, -5.18585)  0.422
H (-5.01270, -1.28835, -4.39513)  0.318
H (-4.60945, -1.61974, -1.04506)  0.308
H (-6.07110, -2.51559, -1.46081)  0.622
H (-5.41124, -1.37095, -2.61289)  0.365
H (-3.49244, -3.84362, -0.48540)  0.296
H (-3.76886, -5.23362, -1.55907)  0.363
H (-5.13126, -4.42887, -0.78862)  0.523
H (-5.33972, -3.32476, -4.36614)  0.308
H (-6.06583, -4.36091, -3.11999)  0.438
H (-4.55282, -4.84495, -3.92005)  0.332
C (0.46447, 6.35293, 3.77915)  -1.417
C (0.06132, 4.92362, 3.52406)  0.873
C (-0.02017, 3.97390, 4.53627)  -0.413
C (-0.36319, 2.66442, 4.24397)  -1.386
C (-0.60531, 2.35843, 2.92094)  -0.656
Br (-2.77315, -0.12116, 1.58502)  -0.048
N (-0.54433, 3.21407, 1.97060)  1.239
C (-0.22532, 4.48654, 2.24190)  -0.774
H (0.45916, 6.57771, 4.84422)  0.432
H (-0.21051, 7.04790, 3.27499)  0.356
H (1.47160, 6.53998, 3.39746)  0.234
H (0.18502, 4.25727, 5.56177)  0.426
H (-0.43332, 1.91369, 5.01876)  0.542
H (-0.18591, 5.17435, 1.40217)  0.118
C (1.72212, -0.17560, 4.26753)  -2.102
Sb (3.34318, -1.39060, 3.46672)  -0.030
C (3.22516, -0.42027, 1.53891)  1.169
C (3.39059, 0.99124, 1.74948)  -1.119
C (4.09476, 1.54818, 2.87568)  -0.976
C (4.05832, 2.89295, 3.14346)  -0.982
C (3.33972, 3.74707, 2.29131)  -1.055
C (2.77243, 3.17136, 1.17301)  -0.544
N (2.79311, 1.86486, 0.87622)  1.188
Si (4.02103, -1.22889, 0.10641)  -0.846
C (3.23452, -2.87404, -0.35520)  0.925
C (4.03172, -0.21308, -1.46843)  -0.325
C (5.83812, -1.54357, 0.52091)  -0.974
C (2.60836, -3.54473, 3.67508)  2.209
C (1.65168, -3.88501, 2.56807)  -2.067
C (1.35120, -5.21529, 2.22227)  -0.195
C (0.36131, -5.47795, 1.29415)  -1.234
C (-0.31415, -4.41371, 0.71590)  -0.332
C (0.06689, -3.13823, 1.09098)  -0.976
N (1.00947, -2.86724, 1.98045)  1.215
Si (1.53048, -3.62251, 5.23197)  0.595
C (1.09097, -5.38462, 5.71580)  -1.278
C (-0.16682, -2.89183, 4.91739)  -0.764
C (2.42547, -2.84401, 6.68333)  -0.960
Si (4.18327, -4.61319, 3.71329)  0.746
C (4.02384, -6.28176, 4.56761)  -1.439
C (5.60704, -3.79330, 4.62431)  -1.108
C (4.76221, -4.98996, 1.97239)  -0.884
H (2.18608, 0.74561, 4.62307)  0.568
H (1.23053, -0.66465, 5.11048)  0.948
H (0.98352, 0.07577, 3.49418)  0.274
H (4.70491, 0.89617, 3.49187)  0.760
H (4.59999, 3.29664, 3.99620)  0.463
H (3.27173, 4.81710, 2.46486)  0.564
H (2.25160, 3.80964, 0.45721)  0.222
H (2.24261, -2.70743, -0.80314)  -0.583
H (3.09888, -3.53783, 0.50843)  -0.842
H (3.86585, -3.39741, -1.09288)  0.565
H (3.08525, 0.32146, -1.58141)  -0.460
H (4.17693, -0.86066, -2.34727)  0.622
H (4.83729, 0.52997, -1.45315)  0.165
H (5.94760, -2.00671, 1.51207)  0.031
H (6.36693, -0.57846, 0.54812)  0.315
H (6.34345, -2.18754, -0.21704)  0.378
H (1.88848, -6.03014, 2.70325)  0.230
H (0.11436, -6.50135, 1.02628)  0.417
H (-1.09347, -4.55770, -0.01870)  0.577
H (-0.42717, -2.27602, 0.65909)  0.126
H (0.41461, -5.82325, 4.96696)  0.249
H (0.55214, -5.36317, 6.67481)  0.339
H (1.94953, -6.05185, 5.82978)  0.343
H (-0.58900, -3.34502, 4.00969)  0.175
H (-0.19311, -1.80667, 4.77717)  0.005
H (-0.82654, -3.15024, 5.75457)  0.498
H (3.23923, -3.50071, 7.02141)  0.275
H (1.73774, -2.69998, 7.52887)  0.411
H (2.86555, -1.87445, 6.43356)  0.210
H (3.88550, -6.17758, 5.65067)  0.361
H (4.96305, -6.82820, 4.40521)  0.395
H (3.20463, -6.90290, 4.17588)  0.391
H (5.26777, -3.22269, 5.49355)  0.280
H (6.15125, -3.10221, 3.97518)  0.285
H (6.31009, -4.56774, 4.97034)  0.359
H (3.96435, -5.41208, 1.34658)  0.242
H (5.57532, -5.72529, 2.02175)  0.540
H (5.14518, -4.09507, 1.46697)  0.108
C (-7.47069, 3.76169, -1.23573)  -1.486
C (-6.25277, 2.89140, -0.92773)  0.328
C (-5.11287, 3.68523, -0.28971)  -0.790
C (-3.92150, 2.81727, 0.15631)  0.659
Ge (-4.29397, 1.65236, 1.67838)  0.141
C (-4.09432, 2.55453, 3.39655)  -0.216
C (-5.30082, 3.42568, 3.79509)  -0.808
C (-6.53956, 2.62014, 4.19326)  -0.224
C (-7.73667, 3.51086, 4.53091)  -1.310
H (-8.25283, 3.18488, -1.73535)  0.411
H (-7.20110, 4.59680, -1.88878)  0.328
H (-7.89415, 4.17558, -0.31503)  0.313
H (-5.88609, 2.42784, -1.84950)  -0.113
H (-6.55051, 2.07822, -0.26244)  0.320
H (-5.50194, 4.25988, 0.55944)  0.191
H (-4.75082, 4.41594, -1.01868)  0.458
H (-3.08596, 3.44926, 0.47219)  0.140
H (-3.56802, 2.19935, -0.67330)  -0.637
H (-5.61011, 0.87233, 1.55101)  -0.054
H (-3.18599, 3.15899, 3.32419)  -0.141
H (-3.90947, 1.78656, 4.15461)  0.489
H (-5.56849, 4.10795, 2.97929)  0.171
H (-5.00636, 4.05515, 4.64036)  0.467
H (-6.28990, 1.99674, 5.05754)  0.336
H (-6.80727, 1.94120, 3.37995)  0.245
H (-7.49733, 4.18317, 5.35994)  0.305
H (-8.60662, 2.91550, 4.81985)  0.380
H (-8.01933, 4.12538, 3.66991)  0.292
C (0.72875, 7.35723, -1.69607)  -0.626
C (-0.06442, 6.32503, -1.21166)  -0.385
C (0.34314, 5.00551, -1.36989)  -0.728
C (1.53997, 4.69632, -2.01870)  0.154
C (2.31977, 5.73910, -2.51715)  -0.415
C (1.91691, 7.06137, -2.35481)  -0.758
As (2.00415, 2.79495, -2.17875)  1.134
C (3.89833, 3.00088, -2.63551)  0.485
C (4.76499, 3.47375, -1.64803)  -0.254
C (6.12791, 3.56914, -1.88940)  -0.697
C (6.64682, 3.18900, -3.12162)  -0.546
C (5.79045, 2.73412, -4.11408)  -0.743
C (4.42323, 2.64325, -3.87247)  -0.292
C (1.28556, 2.47407, -3.98023)  0.592
C (1.45133, 1.19017, -4.50838)  -0.673
C (0.96909, 0.86999, -5.77018)  -0.448
C (0.28440, 1.82297, -6.51485)  -0.582
C (0.08757, 3.09349, -5.98903)  -0.861
C (0.58825, 3.41962, -4.73031)  -0.792
H (0.42404, 8.38784, -1.55761)  0.391
H (-1.00062, 6.55074, -0.71014)  0.464
H (-0.27791, 4.20097, -0.98767)  0.558
H (3.24257, 5.52116, -3.03684)  0.454
H (2.53154, 7.86247, -2.75059)  0.409
H (4.38003, 3.75984, -0.67808)  0.292
H (6.78789, 3.93795, -1.11251)  0.414
H (7.71323, 3.24566, -3.30517)  0.361
H (6.18398, 2.44878, -5.08227)  0.395
H (3.77233, 2.28580, -4.65943)  0.529
H (1.97030, 0.43419, -3.92604)  0.520
H (1.12092, -0.12601, -6.17153)  0.254
H (-0.09860, 1.57436, -7.49836)  0.392
H (-0.45401, 3.83900, -6.55989)  0.409
H (0.43260, 4.41669, -4.34013)  0.390

---

Taking the records one at a time from the top gives relative energy (zero: lowest compared OMol25 entry of this formula, charge and spin) values of 100.4 5.0 kcal per mole.